Below is a structure of composition C5H13O2Rh at a distorted geometry, with properties calculated with wB97M-V/def2-TZVPD.

Cartesian coordinates (Å):
H (-1.668, -0.586, -0.030)
C (-2.127, 0.387, 0.216)
C (-3.607, 0.199, 0.547)
H (-1.991, 1.225, -0.488)
H (-1.624, 0.713, 1.147)
H (-3.631, 0.694, 1.537)
H (-4.667, 0.476, 0.528)
O (-4.594, 0.002, -1.685)
C (-5.122, 1.044, -2.458)
C (-5.527, 0.526, -3.829)
O (-6.276, -0.686, -3.633)
C (-6.902, -1.186, -4.809)
H (-4.373, 1.840, -2.601)
H (-6.007, 1.482, -1.959)
H (-4.646, 0.288, -4.446)
H (-6.155, 1.257, -4.358)
H (-7.402, -2.125, -4.547)
H (-7.644, -0.460, -5.166)
H (-6.149, -1.368, -5.588)
H (-3.991, -1.042, 0.238)
Rh (-5.498, -1.610, -2.087)

Properties
Charge: +2
Strongest force on any atom (eV/A): 4.466
Multiplicity: 5
LUMO (spin up / spin down) (eV): -8.8 / -12.1
Expectation value of S²: 6.011

---

Below is a cluster of 2 separate species, C5H13O2S in total at a distorted geometry, with properties calculated with wB97M-V/def2-TZVPD.

Cartesian coordinates (Å):
C (1.516, 1.016, 0.053)
O (0.292, 1.370, 0.459)
C (1.452, -0.443, -0.619)
C (0.431, -0.440, -1.875)
C (-1.037, -0.003, -1.544)
S (-2.027, -1.280, -0.720)
C (-1.842, -1.331, 1.101)
H (2.262, 0.944, 0.884)
H (1.971, 1.636, -0.788)
H (1.219, -1.393, -0.155)
H (2.478, -0.476, -0.914)
H (0.810, 0.278, -2.614)
H (0.351, -1.452, -2.301)
H (-1.660, 0.377, -2.373)
H (-0.883, 0.852, -0.891)
H (-2.770, -1.739, 1.542)
H (-1.619, -0.365, 1.490)
H (-0.994, -2.008, 1.324)
H (0.683, 1.157, 3.064)
H (-0.477, 1.655, 1.964)
O (-0.155, 1.644, 2.915)

Properties
Charge: -1
Strongest force on any atom (eV/A): 2.507
Multiplicity: 1
LUMO (eV): 3.4

---

Below is a cluster of 2 separate species, C5H13O3 in total at a distorted geometry, with properties calculated with wB97M-V/def2-TZVPD.

Cartesian coordinates (Å):
C (-1.571, 1.270, -1.373)
O (-0.341, 1.535, -1.913)
C (-1.455, 0.357, -0.103)
C (-0.552, 1.097, 0.833)
C (0.045, 0.050, 1.769)
C (1.441, -0.581, 1.477)
O (1.332, -1.809, 1.017)
H (-1.927, 2.351, -1.250)
H (-2.196, 1.064, -2.210)
H (0.369, 0.892, -1.738)
H (-2.354, -0.014, 0.529)
H (-1.077, -0.536, -0.436)
H (0.079, 1.901, 0.455)
H (-1.230, 1.845, 1.468)
H (-0.704, -0.698, 1.971)
H (-0.031, 0.738, 2.697)
H (2.159, -0.650, 2.231)
H (1.923, 0.118, 0.661)
H (1.064, -1.835, -0.295)
H (0.975, -2.672, -1.541)
O (0.946, -1.684, -1.375)

Properties
Charge: -1
Strongest force on any atom (eV/A): 4.304
Multiplicity: 1
LUMO (eV): 3.9

---

Below is an isolated molecule of C5H13OP at a distorted geometry, with properties calculated with wB97M-V/def2-TZVPD.

Cartesian coordinates (Å):
C (0.070, 1.039, 1.727)
P (-0.085, 0.569, 0.092)
C (-0.066, 1.861, -1.151)
C (0.719, -0.897, -0.591)
C (2.225, -1.010, -0.179)
O (-1.914, -0.052, -0.533)
C (-2.719, -0.767, 0.348)
H (-0.059, 0.268, 2.483)
H (-0.703, 1.864, 1.966)
H (0.840, 2.284, -1.307)
H (-0.544, 1.479, -2.159)
H (-0.743, 2.712, -0.950)
H (0.072, -1.690, 0.048)
H (0.560, -0.944, -1.591)
H (2.366, -0.404, 0.668)
H (2.577, -2.023, -0.039)
H (2.884, -0.488, -0.827)
H (-3.581, -1.197, -0.362)
H (-3.243, -0.199, 1.219)
H (-2.190, -1.743, 0.800)

Properties
Charge: 0
Strongest force on any atom (eV/A): 5.851
Multiplicity: 1
LUMO (eV): 0.8
SMILES: C=[P@@](C)(CC)OC

---

Below is a cluster of 2 separate species, C5H13OS in total, with properties calculated with wB97M-V/def2-TZVPD.

Cartesian coordinates (Å):
C (-2.342, -1.023, -1.356)
O (-1.983, -1.232, -2.622)
C (-2.618, 0.510, -0.979)
C (-1.681, 1.426, -1.771)
H (-1.572, -1.387, -0.604)
H (-3.261, -1.585, -1.018)
H (-2.522, 0.716, 0.094)
H (-3.658, 0.682, -1.282)
H (-1.976, 2.482, -1.754)
H (-1.672, 0.994, -2.774)
H (-0.661, 1.366, -1.374)
C (2.018, 0.284, 3.050)
S (2.676, -0.279, 1.447)
C (1.280, 0.140, 0.400)
H (1.513, -0.536, 3.558)
H (1.358, 1.114, 2.805)
H (2.768, 0.662, 3.744)
H (1.457, -0.254, -0.599)
H (0.379, -0.279, 0.839)
H (1.164, 1.213, 0.228)

Properties
Charge: -1
Strongest force on any atom (eV/A): 0.678
Multiplicity: 1
LUMO (eV): 2.9

---

Below is a cluster of 2 separate species, C5H13PS2 in total at a distorted geometry, with properties calculated with wB97M-V/def2-TZVPD.

Cartesian coordinates (Å):
C (-1.992, -1.429, -0.854)
P (-2.587, 0.188, -0.348)
S (-2.195, 0.112, 1.685)
S (-4.692, -0.100, -0.557)
H (-2.036, -2.138, -0.066)
H (-2.588, -2.013, -1.657)
H (-0.846, -1.312, -1.112)
H (-2.017, 1.546, 1.846)
H (-4.919, 1.223, -0.859)
C (1.058, 1.248, -1.456)
C (1.388, 0.970, -0.248)
C (1.866, -0.325, 0.333)
C (3.095, -0.197, 1.325)
H (0.728, 2.266, -1.616)
H (1.471, 0.566, -2.331)
H (1.087, 1.620, 0.551)
H (1.018, -0.751, 0.956)
H (2.068, -1.142, -0.492)
H (3.541, -1.105, 1.557)
H (3.858, 0.554, 0.995)
H (2.695, 0.218, 2.348)

Properties
Charge: 0
Strongest force on any atom (eV/A): 4.282
Multiplicity: 1
LUMO (eV): 0.6
SMILES: CP(S)S.C=CCC